1.
C4H7INO | ωB97M-V/def2-TZVPD

Element x y z (Å)
C1 1.967 1.621 -0.950
C2 0.754 1.711 -0.575
C3 0.203 -1.032 0.656
C4 -0.551 1.731 -0.292
N1 -1.263 -1.911 0.386
O1 0.654 -0.620 -0.340
I1 -1.284 1.137 1.647
H1 2.675 2.435 -0.893
H2 2.350 0.690 -1.197
H3 0.579 -1.269 1.618
H4 -1.457 2.222 -0.767
H5 -1.939 -2.139 1.144
H6 -0.973 -2.926 0.022
H7 -1.715 -1.649 -0.458

Properties
- E_HOMO (eV) = -13.00
- energy above the lowest of the compared OMol25 structures with the same formula, charge and spin (eV) = 2.997
- orbital gap (Eh) = 0.3222
- max |F| (eV Å⁻¹) = 4.5
- charge = +1

Here are the Löwdin charges for atoms 1 to 2, given in e: atom 1 (C): 0.071, atom 2 (C): -0.225

2.
C4H7INO3S | ωB97M-V/def2-TZVPD

Element x y z (Å)
C1 -0.143 -1.049 0.549
C2 -0.893 1.260 -0.240
C3 -0.986 -0.589 -1.687
C4 -0.173 -0.040 -0.616
N1 0.904 -0.727 1.324
O1 2.603 0.961 2.565
O2 -0.900 -2.008 0.697
O3 2.838 0.553 0.265
S1 1.876 0.957 1.284
I1 1.006 -1.847 3.002
H1 -0.084 1.909 0.078
H2 -1.424 1.089 0.674
H3 -1.598 1.568 -1.091
H4 -2.006 -0.707 -1.302
H5 -1.110 0.107 -2.548
H6 -0.689 -1.666 -1.885
H7 0.781 0.229 -1.068

Properties
- E_HOMO (eV) = -4.97
- energy above the lowest of the compared OMol25 structures with the same formula, charge and spin (eV) = 0.000
- orbital gap (Eh) = 0.2913
- max |F| (eV Å⁻¹) = 3.5
- charge = -1

Here are the Löwdin charges for atoms 1 to 2, given in e: atom 1 (C): -0.692, atom 2 (C): -0.088